The following is a DFT calculation (ωB97M-V/def2-TZVPD) of a structure of composition C14H10F5HgNS.

Summary:
Orbital gap   3.98 eV
Charge   -2
HOMO level   1.01 eV

Last column: Mulliken charge in e.
Positions of all 32 atoms, in Å:
C (1.224, -0.839, -2.802)  -0.76
C (1.772, -1.579, -1.713)  -0.49
C (2.305, -0.648, -0.777)  -0.55
C (2.070, 0.664, -1.275)  -0.84
C (1.399, 0.546, -2.530)  -0.66
Hg (-0.058, -0.303, -0.899)  1.35
C (-1.160, -2.106, -0.949)  -1.20
C (-1.890, -1.346, -2.016)  0.70
C (-2.496, -1.879, -3.116)  -1.26
N (-1.730, 0.041, -1.774)  -0.53
H (2.771, -0.897, 0.178)  0.41
H (1.780, -2.664, -1.618)  0.49
H (2.330, 1.598, -0.774)  0.52
H (1.063, 1.372, -3.160)  0.36
H (0.690, -1.263, -3.655)  0.42
H (-0.859, -3.125, -1.223)  0.28
H (-2.194, 0.654, -2.448)  -0.01
H (-1.690, -2.071, 0.021)  0.16
H (-2.604, -2.963, -3.218)  0.29
H (-2.949, -1.239, -3.882)  0.25
F (0.409, 1.155, 5.876)  -0.34
C (0.224, 1.314, 4.542)  0.31
C (-0.970, 0.891, 3.946)  0.33
F (-1.942, 0.325, 4.703)  -0.33
C (-1.167, 1.067, 2.572)  0.03
F (-2.335, 0.671, 2.004)  -0.35
C (-0.168, 1.663, 1.792)  0.35
S (-0.448, 1.957, 0.052)  -0.53
C (1.029, 2.085, 2.390)  -0.07
F (1.995, 2.682, 1.648)  -0.35
C (1.223, 1.908, 3.764)  0.36
F (2.376, 2.327, 4.343)  -0.34

Atoms 1-2, force components in eV/Å:
1.533 -0.509 -1.051
2.116 -0.291 -1.352

---

The following is a DFT calculation (ωB97M-V/def2-TZVPD) of a cluster of 4 separate species, H6IO3 in total.

Summary:
Orbital gap   7.88 eV
Charge   -1
HOMO level   -4.30 eV
ΔE to the lowest compared entry with this formula, charge and spin   0.8216 eV

Last column: Mulliken charge in e.
Positions of all 10 atoms, in Å:
I (0.092, -0.140, -0.040)  -0.74
O (-2.680, 2.083, 0.085)  -0.64
H (-2.336, 2.161, -0.872)  0.34
H (-2.161, 1.330, 0.285)  0.21
O (0.283, -3.533, 1.321)  -0.65
H (-0.677, -3.701, 1.219)  0.31
H (0.542, -2.680, 1.005)  0.25
O (2.323, 1.569, -1.427)  -0.61
H (2.090, 0.796, -1.011)  0.20
H (2.526, 2.115, -0.566)  0.33

Atoms 1-2, force components in eV/Å:
-0.451 -0.523 0.376
-0.114 1.458 -3.083

---

The following is a DFT calculation (ωB97M-V/def2-TZVPD) of the molecule C2H6N4OS.

Summary:
Orbital gap   9.85 eV
Structure (SMILES)   NNN1NCC(=O)S1
HOMO level   -9.12 eV
ΔE to the lowest compared entry with this formula, charge and spin   5.0020 eV

Last column: Mulliken charge in e.
Positions of all 14 atoms, in Å:
N (2.449, 1.222, -0.300)  -0.48
N (1.379, 0.414, -0.486)  -0.16
N (0.368, 0.341, 0.563)  0.07
N (-0.060, -0.960, 0.652)  -0.37
C (-1.317, -1.297, -0.023)  -0.42
C (-2.158, 0.142, -0.112)  0.50
O (-3.332, 0.217, -0.482)  -0.55
S (-1.094, 1.357, 0.428)  -0.09
H (2.359, 2.146, -0.348)  0.17
H (3.049, 0.817, 0.426)  0.23
H (1.144, 0.543, -1.427)  0.26
H (-0.061, -1.244, 1.646)  0.26
H (-1.701, -2.222, 0.502)  0.33
H (-1.023, -1.476, -1.039)  0.24

Atoms 1-2, force components in eV/Å:
2.043 -4.835 1.460
-0.427 -0.499 1.107

---

The following is a DFT calculation (ωB97M-V/def2-TZVPD) of a cluster of 9 separate species, C25H27F8NO26 in total.

Summary:
Orbital gap   10.27 eV
Structure (SMILES)   O=C1OC[C@@H](F)O1.O=C1OC[C@@H](F)O1.O=C1OC[C@@H](F)O1.O=C1OC[C@@H](F)O1.O=C1OC[C@@H](F)O1.O=C1OC[C@@H](F)O1.O=C1OC[C@@H](F)O1.O=C1OC[C@@H](F)O1.C[N+](=O)[O-]
HOMO level   -10.46 eV
ΔE to the lowest compared entry with this formula, charge and spin   0.0000 eV

Last column: Mulliken charge in e.
Positions of all 87 atoms, in Å:
O (-3.107, 0.688, -0.451)  -0.43
C (-1.990, 0.516, -0.100)  0.44
O (-1.556, -0.233, 0.916)  -0.07
C (-0.152, 0.020, 1.104)  0.53
C (0.276, 0.567, -0.245)  -0.10
F (0.608, -0.429, -1.131)  -0.24
O (-0.913, 1.166, -0.658)  -0.22
H (-0.159, 0.794, 1.874)  -0.15
H (0.441, -0.810, 1.476)  -0.27
H (1.099, 1.275, -0.216)  0.38
O (-2.969, -5.246, 2.092)  -0.54
C (-2.575, -4.307, 2.689)  0.54
O (-1.384, -3.702, 2.535)  -0.22
C (-1.183, -2.836, 3.660)  -0.22
C (-2.616, -2.500, 4.021)  0.30
F (-3.043, -1.454, 3.271)  -0.22
O (-3.277, -3.699, 3.713)  -0.33
H (-0.772, -3.459, 4.462)  0.39
H (-0.530, -1.985, 3.507)  0.02
H (-2.814, -2.317, 5.075)  0.27
O (-1.172, 3.927, 2.032)  -0.53
C (-1.198, 4.130, 0.869)  0.74
O (-2.163, 3.721, 0.012)  -0.29
C (-1.812, 4.136, -1.295)  0.44
C (-0.611, 5.047, -1.105)  0.21
F (-1.028, 6.373, -1.193)  -0.35
O (-0.195, 4.761, 0.179)  -0.32
H (-1.532, 3.306, -1.947)  -0.52
H (-2.652, 4.657, -1.750)  0.39
H (0.183, 4.988, -1.842)  0.31
O (5.072, -3.994, -3.987)  -0.51
C (3.994, -3.515, -4.068)  0.61
O (3.610, -2.394, -3.419)  -0.36
C (2.289, -2.049, -3.790)  0.17
C (1.859, -3.173, -4.728)  0.42
F (1.656, -2.682, -5.993)  -0.32
O (2.964, -4.029, -4.781)  -0.35
H (1.655, -1.908, -2.916)  -0.17
H (2.203, -1.113, -4.349)  0.22
H (0.952, -3.705, -4.451)  0.32
O (2.034, -2.979, 2.761)  -0.50
C (2.756, -2.773, 1.847)  0.53
O (3.148, -3.665, 0.914)  -0.32
C (4.249, -3.101, 0.195)  -0.33
C (3.934, -1.625, 0.315)  0.32
F (3.027, -1.239, -0.630)  -0.25
O (3.324, -1.548, 1.576)  -0.22
H (5.192, -3.349, 0.676)  0.31
H (4.207, -3.411, -0.845)  0.12
H (4.766, -0.924, 0.306)  0.32
O (3.225, 1.972, 1.159)  -0.38
C (4.002, 2.842, 1.356)  0.53
O (4.918, 2.835, 2.351)  -0.31
C (5.593, 4.079, 2.361)  -0.42
C (5.304, 4.643, 0.968)  0.26
F (6.264, 4.296, 0.071)  -0.28
O (4.104, 3.984, 0.627)  -0.28
H (5.113, 4.753, 3.074)  0.30
H (6.661, 4.033, 2.549)  0.32
H (5.101, 5.710, 0.948)  0.28
O (-4.230, -1.645, -4.013)  -0.50
C (-3.274, -0.984, -4.231)  0.56
O (-2.765, -0.061, -3.390)  -0.11
C (-1.467, 0.322, -3.861)  0.29
C (-1.539, -0.034, -5.335)  0.24
F (-0.353, -0.553, -5.756)  -0.21
O (-2.538, -1.030, -5.379)  -0.35
H (-1.291, 1.376, -3.668)  -0.01
H (-0.745, -0.277, -3.304)  -0.15
H (-1.842, 0.756, -6.020)  0.24
O (-5.987, -1.782, 2.191)  -0.53
C (-5.649, -1.712, 1.060)  0.60
O (-4.875, -2.605, 0.423)  -0.35
C (-4.602, -2.143, -0.895)  0.04
C (-5.568, -0.962, -1.074)  0.62
F (-6.656, -1.465, -1.788)  -0.38
O (-6.003, -0.697, 0.225)  -0.38
H (-3.587, -1.739, -0.895)  -0.13
H (-4.771, -2.920, -1.627)  0.37
H (-5.217, -0.077, -1.585)  0.14
C (-0.022, 2.653, 5.746)  -0.81
N (-0.468, 1.562, 4.826)  0.95
O (0.411, 0.900, 4.303)  -0.49
O (-1.652, 1.419, 4.632)  -0.50
H (-0.877, 3.125, 6.209)  0.30
H (0.528, 3.343, 5.112)  0.28
H (0.655, 2.164, 6.440)  0.31

Atoms 1-2, force components in eV/Å:
-0.083 -0.129 -0.099
0.382 0.280 0.671

---

The following is a DFT calculation (ωB97M-V/def2-TZVPD) of a structure of composition C32H21F4N12O3PReS.

Summary:
Spin multiplicity   2
Orbital gap (spin up / spin down)   6.00 / 5.85 eV
Charge   +2
HOMO level (spin up / spin down)   -13.95 / -13.82 eV
ΔE to the lowest compared entry with this formula, charge and spin   0.0000 eV
Expectation value of S²   0.813

Last column: Mulliken charge in e.
Positions of all 75 atoms, in Å:
Re (1.390, -0.181, -0.357)  1.35
O (2.957, -3.505, -1.366)  -0.51
C (2.892, -2.326, -1.222)  -0.08
O (1.810, -1.583, -1.583)  -0.69
C (3.950, -1.472, -0.585)  1.07
C (5.272, -1.894, -0.505)  -0.85
C (6.188, -1.022, 0.021)  -0.57
C (5.779, 0.259, 0.437)  1.03
C (6.712, 1.212, 0.920)  -0.88
C (6.306, 2.466, 1.260)  -0.81
C (4.943, 2.820, 1.140)  -0.87
C (4.013, 1.918, 0.709)  0.18
C (4.409, 0.614, 0.339)  0.20
N (3.509, -0.296, -0.155)  0.28
H (5.535, -2.875, -0.875)  0.57
H (7.233, -1.295, 0.098)  0.50
H (7.753, 0.926, 0.993)  0.43
H (7.020, 3.199, 1.608)  0.43
H (4.639, 3.831, 1.379)  0.49
H (2.979, 2.207, 0.615)  0.00
C (-1.273, 5.715, 0.522)  -1.29
C (-0.391, 4.653, 1.055)  1.01
N (0.566, 4.823, 1.916)  -0.89
N (1.039, 3.581, 2.160)  0.52
C (0.415, 2.633, 1.472)  -0.07
S (0.701, 0.943, 1.712)  -0.35
N (-0.506, 3.303, 0.751)  0.42
N (-1.384, 2.697, -0.148)  -0.70
H (-0.959, 6.663, 0.951)  0.36
H (-2.307, 5.524, 0.816)  0.32
H (-1.226, 5.781, -0.564)  0.35
H (1.774, 3.441, 2.839)  0.23
H (-1.668, 3.392, -0.835)  0.20
H (-2.195, 2.367, 0.367)  0.30
F (-4.674, -2.299, -4.001)  -0.29
C (-4.928, -2.130, -2.716)  -0.21
C (-6.153, -2.418, -2.240)  0.33
F (-7.067, -2.861, -3.071)  -0.26
C (-6.511, -2.261, -0.838)  0.06
C (-5.438, -1.758, 0.005)  0.03
C (-4.222, -1.474, -0.483)  0.34
F (-3.277, -1.012, 0.350)  -0.31
C (-3.867, -1.637, -1.871)  0.78
C (-2.617, -1.346, -2.352)  0.59
C (-1.550, -0.856, -1.544)  0.65
N (-0.604, -0.503, -0.999)  -0.55
C (-2.202, -1.488, -3.716)  -0.57
N (-1.765, -1.609, -4.771)  -0.42
F (-5.662, -1.574, 1.291)  -0.28
C (-7.745, -2.562, -0.352)  1.42
C (-8.818, -3.060, -1.159)  -0.25
N (-9.718, -3.478, -1.738)  -0.37
C (-8.105, -2.416, 1.027)  -0.18
N (-8.436, -2.334, 2.124)  -0.41
C (-0.759, -2.352, 2.701)  -1.02
P (0.596, -2.889, 1.667)  0.91
C (-0.044, -3.934, 0.366)  -0.81
C (1.744, -3.833, 2.648)  -1.26
O (1.341, -1.682, 1.074)  -0.70
H (-1.229, -3.212, 3.180)  0.44
H (-1.500, -1.829, 2.096)  0.14
H (-0.385, -1.678, 3.472)  0.37
H (-0.443, -4.859, 0.785)  0.47
H (0.760, -4.172, -0.333)  0.28
H (-0.838, -3.412, -0.168)  0.12
H (1.235, -4.675, 3.120)  0.44
H (2.176, -3.196, 3.420)  0.35
H (2.539, -4.212, 2.005)  0.35
N (1.517, 1.417, -1.348)  0.00
C (1.517, 2.521, -1.784)  0.82
C (1.502, 3.788, -2.204)  0.00
C (2.690, 4.580, -2.142)  0.04
N (3.673, 5.168, -2.059)  -0.36
C (0.232, 4.327, -2.572)  0.17
N (-0.843, 4.693, -2.755)  -0.51

Atoms 1-2, force components in eV/Å:
-0.315 0.114 -0.289
0.041 0.011 -0.061

---

Number 1: strongest force on any atom 0.14187 hartree/bohr. Number 2: strongest force on any atom 0.11157 hartree/bohr. Number 3: strongest force on any atom 0.10595 hartree/bohr. Number 4: strongest force on any atom 0.03428 hartree/bohr. Number 5: strongest force on any atom 0.00861 hartree/bohr.